{
  "formula": "C29H67N10O12S2",
  "method": "ωB97M-V/def2-TZVPD",
  "lumo_ev": -4.89,
  "charge": 1,
  "spin_multiplicity": 1,
  "homo_ev": -10.565,
  "species": ["N", "C", "O", "S", "C", "S", "O", "O", "H", "H", "H", "H", "C", "O", "N", "C", "C", "H", "H", "H", "H", "H", "H", "H", "C", "O", "N", "C", "C", "H", "H", "H", "H", "H", "H", "H", "C", "O", "N", "C", "C", "H", "H", "H", "H", "H", "H", "H", "C", "O", "N", "C", "C", "H", "H", "H", "H", "H", "H", "H", "C", "O", "N", "C", "C", "H", "H", "H", "H", "H", "H", "H", "C", "O", "N", "C", "C", "H", "H", "H", "H", "H", "H", "H", "C", "O", "N", "C", "C", "H", "H", "H", "H", "H", "H", "H", "C", "O", "N", "C", "C", "H", "H", "H", "H", "H", "H", "H", "C", "O", "N", "C", "C", "H", "H", "H", "H", "H", "H", "H"],
  "xyz": [[6.607, 3.598, -1.837], [5.830, 2.717, -2.155], [4.577, 2.042, -2.374], [3.737, 1.989, -0.885], [2.129, 1.134, -1.254], [0.949, 2.502, -1.826], [0.232, 2.987, -0.597], [1.796, 3.587, -2.485], [3.514, 3.342, -0.562], [1.737, 0.698, -0.252], [2.197, 0.290, -2.028], [0.101, 1.998, -2.808], [1.950, -0.701, 2.373], [2.208, 0.146, 1.520], [1.730, -2.023, 2.131], [1.429, -2.958, 3.196], [1.798, -2.511, 0.767], [1.874, -0.440, 3.443], [2.195, -3.738, 3.211], [0.452, -3.411, 3.007], [1.410, -2.456, 4.165], [2.794, -2.307, 0.364], [1.060, -1.983, 0.161], [1.601, -3.583, 0.733], [-0.988, -0.739, -1.727], [0.195, -1.012, -1.552], [-1.816, -1.348, -2.612], [-3.208, -0.962, -2.755], [-1.291, -2.419, -3.439], [-1.486, 0.058, -1.150], [-3.839, -1.821, -2.535], [-3.382, -0.635, -3.781], [-3.461, -0.148, -2.073], [-0.918, -3.218, -2.793], [-0.460, -2.035, -4.037], [-2.067, -2.810, -4.096], [-4.314, -1.807, -5.690], [-4.069, -2.588, -4.785], [-4.095, -2.039, -7.014], [-4.414, -1.059, -8.033], [-3.524, -3.311, -7.417], [-4.750, -0.813, -5.494], [-5.141, -1.490, -8.726], [-3.501, -0.801, -8.576], [-4.834, -0.155, -7.590], [-4.181, -4.118, -7.086], [-2.550, -3.432, -6.936], [-3.407, -3.354, -8.500], [-5.247, -1.831, 0.365], [-4.298, -2.059, -0.366], [-5.301, -0.841, 1.304], [-6.467, -0.632, 2.138], [-4.153, 0.029, 1.472], [-6.169, -2.432, 0.320], [-6.850, 0.378, 1.968], [-6.180, -0.741, 3.187], [-7.251, -1.355, 1.905], [-3.949, 0.538, 0.526], [-3.282, -0.575, 1.739], [-4.342, 0.766, 2.253], [8.852, -0.235, 0.233], [7.888, -0.427, -0.488], [9.124, 0.928, 0.893], [10.292, 1.083, 1.737], [8.212, 2.043, 0.743], [9.604, -1.020, 0.413], [9.968, 1.322, 2.754], [10.906, 1.900, 1.349], [10.885, 0.168, 1.758], [7.218, 1.739, 1.083], [8.153, 2.313, -0.313], [8.553, 2.900, 1.324], [3.010, 0.500, 5.811], [2.051, 0.285, 5.083], [3.257, 1.668, 6.464], [4.419, 1.845, 7.312], [2.328, 2.774, 6.306], [3.775, -0.270, 6.000], [4.087, 2.084, 8.326], [5.022, 2.670, 6.923], [5.027, 0.939, 7.339], [1.337, 2.461, 6.644], [2.268, 3.042, 5.248], [2.658, 3.637, 6.886], [-1.980, 1.598, 7.080], [-1.295, 2.506, 7.512], [-1.569, 0.307, 6.919], [-2.444, -0.723, 6.397], [-0.211, -0.045, 7.284], [-3.027, 1.759, 6.773], [-2.547, -1.515, 7.143], [-2.004, -1.136, 5.485], [-3.431, -0.318, 6.166], [-0.057, 0.180, 8.343], [0.482, 0.556, 6.694], [-0.026, -1.104, 7.102], [-5.030, -6.382, -5.929], [-5.319, -6.444, -7.110], [-5.884, -6.617, -4.891], [-5.463, -6.522, -3.509], [-7.260, -6.972, -5.183], [-4.011, -6.121, -5.597], [-5.614, -7.490, -3.023], [-6.065, -5.763, -3.004], [-4.409, -6.248, -3.438], [-7.273, -7.887, -5.781], [-7.722, -6.169, -5.762], [-7.819, -7.129, -4.260], [2.409, 8.489, -0.432], [2.641, 9.681, -0.382], [1.902, 7.825, -1.513], [1.653, 6.399, -1.495], [1.605, 8.575, -2.718], [2.599, 7.827, 0.430], [2.248, 5.924, -2.279], [0.591, 6.221, -1.685], [1.921, 5.965, -0.530], [2.519, 9.055, -3.076], [0.871, 9.350, -2.485], [1.209, 7.915, -3.492]],
  "forces_ev_per_a": [[-3.88, -5.03, -1.86], [0.24, 3.58, 1.44], [2.26, 1.70, 1.39], [0.64, -1.08, 0.14], [-1.14, 0.33, -0.60], [1.04, 4.60, 1.90], [1.35, -1.99, -3.24], [-1.98, -3.59, 1.20], [-0.50, -0.91, -0.96], [0.94, 0.52, -0.91], [0.40, 1.22, 1.06], [0.54, -0.11, 0.75], [-0.48, -1.35, 0.78], [0.10, 0.16, -0.84], [0.28, 1.31, 0.02], [0.02, -0.01, -0.08], [-0.03, 0.23, -0.12], [0.06, -0.12, -0.56], [-0.13, -0.05, 0.11], [0.07, -0.09, 0.13], [0.03, 0.06, -0.16], [-0.06, -0.12, -0.10], [0.15, -0.20, -0.07], [0.05, 0.12, 0.09], [-1.49, -0.46, -0.85], [0.51, 0.25, -0.25], [0.90, 0.89, 1.01], [-0.09, 0.12, 0.00], [0.31, -0.16, 0.05], [-0.07, -0.04, -0.01], [0.02, 0.33, -0.12], [0.02, 0.08, 0.25], [0.20, -0.13, 0.05], [0.05, 0.01, -0.15], [0.01, -0.15, 0.01], [0.03, 0.15, 0.21], [-0.02, -0.32, -0.98], [-0.20, -0.32, -0.70], [-0.21, 0.48, 1.04], [0.07, -0.19, -0.04], [-0.01, -0.20, 0.32], [-0.02, 0.04, -0.09], [0.05, 0.18, -0.05], [-0.14, 0.10, -0.09], [0.05, -0.13, 0.03], [0.16, -0.05, -0.20], [-0.03, -0.12, -0.12], [-0.07, 0.08, 0.14], [-0.08, 0.34, 0.42], [-0.06, 0.17, 0.46], [-0.12, -0.69, -0.58], [0.19, 0.14, -0.01], [0.12, -0.22, -0.21], [-0.02, 0.06, 0.06], [-0.13, -0.08, 0.14], [-0.20, 0.04, 0.01], [0.14, 0.05, -0.03], [0.12, 0.07, 0.14], [0.05, 0.18, -0.02], [-0.06, -0.12, -0.10], [0.12, 0.43, 0.24], [-0.01, 0.32, 0.15], [-0.03, -0.86, -0.32], [-0.16, 0.17, -0.05], [-0.07, -0.19, -0.24], [0.03, 0.07, 0.04], [0.20, 0.00, 0.01], [0.10, -0.07, 0.16], [-0.13, 0.07, -0.06], [-0.03, 0.16, -0.03], [-0.07, 0.12, 0.17], [0.03, -0.15, -0.05], [0.48, 0.79, 0.59], [0.08, 0.37, 0.48], [-0.10, -1.14, -0.53], [-0.12, 0.12, -0.01], [-0.27, -0.12, -0.20], [0.02, 0.06, 0.04], [0.19, 0.00, -0.02], [0.08, -0.06, 0.16], [-0.12, 0.06, -0.05], [0.01, 0.30, -0.03], [-0.09, 0.09, 0.11], [0.03, -0.18, -0.03], [0.20, -0.41, -0.03], [0.09, -0.34, -0.11], [-0.52, 0.70, -0.02], [0.27, 0.04, 0.12], [0.04, 0.38, 0.22], [-0.02, -0.09, -0.01], [-0.13, -0.07, -0.16], [-0.16, -0.12, 0.01], [0.13, 0.04, 0.06], [0.11, -0.10, -0.04], [-0.03, -0.26, 0.11], [-0.10, 0.12, -0.04], [-0.35, -0.15, 0.42], [-0.14, 0.05, 0.25], [0.72, 0.18, -0.50], [-0.22, -0.06, -0.12], [0.08, 0.02, -0.32], [-0.02, 0.00, 0.13], [0.07, 0.11, 0.14], [0.14, -0.05, 0.14], [-0.12, 0.00, -0.10], [-0.18, 0.08, 0.03], [-0.11, -0.16, 0.02], [0.15, 0.04, -0.06], [-0.14, 0.04, -0.36], [-0.12, -0.35, -0.21], [0.30, 0.10, 0.79], [0.06, 0.40, -0.29], [0.10, 0.27, 0.16], [-0.03, -0.11, -0.02], [-0.15, -0.12, 0.08], [0.08, -0.26, 0.03], [-0.05, 0.13, -0.03], [-0.16, 0.05, -0.10], [0.07, 0.01, -0.18], [0.05, -0.01, 0.15]]
}

{
  "formula": "C29H70F4N6O11S",
  "method": "ωB97M-V/def2-TZVPD",
  "lumo_ev": 0.28,
  "charge": 0,
  "spin_multiplicity": 1,
  "homo_ev": -8.307,
  "species": ["N", "C", "C", "C", "N", "C", "O", "C", "F", "F", "F", "S", "O", "O", "F", "H", "H", "H", "H", "H", "H", "H", "H", "H", "H", "C", "O", "C", "C", "N", "C", "C", "O", "C", "H", "H", "H", "H", "H", "H", "H", "H", "H", "H", "H", "H", "H", "H", "H", "C", "O", "C", "C", "N", "C", "C", "O", "C", "H", "H", "H", "H", "H", "H", "H", "H", "H", "H", "H", "H", "H", "H", "H", "C", "O", "C", "C", "N", "C", "C", "O", "C", "H", "H", "H", "H", "H", "H", "H", "H", "H", "H", "H", "H", "H", "H", "H", "C", "O", "C", "C", "N", "C", "C", "O", "C", "H", "H", "H", "H", "H", "H", "H", "H", "H", "H", "H", "H", "H", "H", "H"],
  "xyz": [[6.158, -3.363, 4.282], [5.931, -2.853, 2.924], [4.852, -3.609, 2.178], [3.484, -3.594, 2.824], [2.744, -2.309, 2.560], [2.784, -1.409, 3.754], [2.811, -0.047, 3.411], [3.997, 0.438, 2.966], [4.984, 0.231, 3.868], [4.387, -0.112, 1.803], [3.858, 1.760, 2.791], [1.162, -2.678, 2.247], [1.036, -3.481, 1.085], [0.333, -1.528, 2.309], [0.721, -3.603, 3.433], [6.733, -2.686, 4.759], [5.298, -3.448, 4.805], [6.862, -2.979, 2.380], [5.732, -1.784, 2.918], [4.760, -3.152, 1.200], [5.163, -4.637, 2.032], [3.487, -3.823, 3.885], [2.904, -4.377, 2.352], [1.879, -1.530, 4.332], [3.607, -1.679, 4.404], [-1.355, 4.674, -2.030], [-1.177, 4.494, -0.641], [-2.070, 3.519, -0.104], [-1.308, 2.311, 0.393], [-0.744, 1.561, -0.723], [0.182, 0.502, -0.325], [1.491, 0.922, 0.333], [2.361, 1.627, -0.536], [2.170, 3.029, -0.581], [-0.710, 5.492, -2.348], [-1.078, 3.773, -2.589], [-2.393, 4.936, -2.256], [-2.824, 3.234, -0.833], [-2.586, 3.984, 0.742], [-1.989, 1.662, 0.951], [-0.530, 2.665, 1.085], [-0.257, 2.204, -1.332], [0.434, -0.058, -1.230], [-0.341, -0.189, 0.338], [2.024, 0.011, 0.610], [1.334, 1.479, 1.264], [1.818, 3.423, 0.375], [1.470, 3.315, -1.371], [3.132, 3.486, -0.813], [5.399, -9.166, 5.451], [6.745, -9.596, 5.503], [7.249, -10.068, 4.259], [8.351, -9.162, 3.755], [7.816, -7.869, 3.349], [8.832, -6.863, 3.054], [9.705, -6.375, 4.206], [8.993, -5.651, 5.189], [8.423, -6.428, 6.225], [5.099, -8.907, 6.465], [5.282, -8.282, 4.815], [4.744, -9.963, 5.085], [6.451, -10.161, 3.517], [7.664, -11.065, 4.433], [8.837, -9.633, 2.896], [9.094, -9.067, 4.558], [7.222, -7.516, 4.088], [8.309, -5.993, 2.650], [9.479, -7.243, 2.258], [10.430, -5.674, 3.784], [10.289, -7.182, 4.665], [9.021, -7.314, 6.448], [7.399, -6.728, 5.984], [8.380, -5.804, 7.118], [-6.766, -1.812, -1.058], [-7.319, -0.968, -2.051], [-8.547, -0.358, -1.674], [-8.382, 1.142, -1.569], [-7.550, 1.493, -0.425], [-7.161, 2.899, -0.375], [-6.242, 3.416, -1.476], [-4.942, 2.855, -1.448], [-4.782, 1.642, -2.170], [-5.881, -2.281, -1.484], [-6.469, -1.247, -0.168], [-7.473, -2.595, -0.769], [-8.927, -0.775, -0.738], [-9.275, -0.578, -2.460], [-9.366, 1.605, -1.450], [-7.950, 1.494, -2.516], [-6.712, 0.928, -0.447], [-6.653, 3.056, 0.579], [-8.067, 3.513, -0.356], [-6.107, 4.489, -1.307], [-6.684, 3.315, -2.474], [-5.441, 1.597, -3.040], [-4.956, 0.771, -1.533], [-3.747, 1.595, -2.510], [-3.123, 4.505, -5.138], [-4.440, 4.565, -5.651], [-5.412, 4.932, -4.680], [-6.025, 6.272, -5.019], [-5.058, 7.346, -4.837], [-5.497, 8.643, -5.345], [-5.690, 8.786, -6.851], [-4.493, 8.686, -7.597], [-4.122, 7.375, -7.982], [-2.476, 4.132, -5.930], [-2.767, 5.496, -4.833], [-3.067, 3.821, -4.286], [-4.983, 4.942, -3.674], [-6.197, 4.170, -4.703], [-6.883, 6.451, -4.365], [-6.391, 6.217, -6.054], [-4.198, 7.092, -5.306], [-4.746, 9.376, -5.039], [-6.429, 8.917, -4.842], [-6.071, 9.795, -7.033], [-6.447, 8.096, -7.243], [-4.993, 6.738, -8.150], [-3.467, 6.908, -7.242], [-3.563, 7.452, -8.915]],
  "forces_ev_per_a": [[-0.02, 0.00, -0.37], [0.13, -0.09, 0.30], [0.24, 0.41, 0.19], [-0.04, -0.10, -0.86], [-0.69, -0.59, 1.76], [-0.26, -0.09, -0.33], [0.35, 0.15, -0.26], [-0.11, 0.59, -0.12], [-0.18, 0.09, -0.29], [-0.06, 0.25, 0.47], [0.10, -0.80, 0.09], [-1.29, 0.55, -2.29], [0.78, -0.44, 0.22], [0.52, 0.31, 0.89], [0.32, -0.02, 0.53], [0.18, -0.11, 0.35], [-0.10, 0.09, 0.09], [0.21, -0.04, -0.15], [-0.17, 0.12, -0.08], [-0.11, -0.04, -0.30], [0.03, -0.28, 0.08], [0.02, 0.08, 0.23], [-0.09, -0.19, -0.06], [-0.23, 0.15, 0.18], [0.46, -0.06, -0.21], [0.09, 0.11, 0.11], [-0.01, -0.12, -0.22], [0.07, 0.09, 0.46], [0.20, 0.04, -0.22], [-0.01, -0.02, 0.15], [-0.06, 0.06, -0.26], [-0.01, -0.25, 0.00], [-0.02, 0.13, 0.11], [0.17, -0.08, -0.13], [0.02, 0.01, 0.04], [-0.10, 0.02, -0.08], [0.00, -0.03, -0.07], [0.00, -0.01, -0.07], [-0.03, 0.00, -0.02], [0.01, -0.02, 0.01], [-0.10, 0.01, 0.12], [0.00, 0.02, -0.03], [0.04, -0.04, 0.03], [-0.02, 0.02, 0.07], [0.01, -0.03, -0.03], [-0.05, 0.12, -0.06], [-0.07, 0.00, 0.00], [-0.07, 0.08, 0.08], [0.01, -0.03, 0.02], [0.11, -0.02, 0.08], [-0.18, 0.11, -0.09], [0.25, -0.21, 0.10], [-0.12, 0.23, 0.07], [0.12, -0.08, 0.03], [-0.22, 0.05, -0.05], [0.16, 0.12, -0.19], [0.07, -0.11, 0.12], [-0.08, 0.24, 0.00], [0.03, -0.01, 0.02], [-0.08, -0.04, -0.05], [-0.04, 0.03, -0.04], [-0.04, 0.10, 0.00], [-0.03, -0.01, -0.01], [0.02, 0.01, -0.01], [0.06, -0.15, -0.02], [-0.04, 0.02, 0.01], [0.06, 0.04, 0.00], [0.02, -0.05, 0.02], [0.00, 0.02, 0.02], [-0.11, -0.07, 0.04], [-0.02, -0.05, -0.04], [0.03, -0.13, 0.03], [0.04, 0.01, -0.01], [0.01, 0.05, -0.13], [0.06, -0.06, 0.21], [-0.14, 0.05, -0.30], [0.23, -0.01, 0.12], [-0.08, 0.07, -0.14], [0.08, -0.17, 0.18], [-0.06, 0.29, 0.09], [-0.17, -0.11, -0.22], [0.22, 0.07, 0.09], [0.00, 0.02, -0.04], [-0.05, -0.06, 0.06], [0.01, 0.00, 0.06], [0.08, 0.02, 0.07], [-0.02, -0.02, 0.02], [0.00, 0.03, 0.00], [-0.14, -0.02, -0.08], [0.02, -0.04, 0.03], [0.01, 0.07, -0.01], [-0.02, 0.00, -0.05], [0.02, 0.00, 0.00], [0.00, -0.15, 0.01], [-0.06, -0.01, 0.02], [-0.09, -0.05, -0.08], [0.01, 0.03, 0.03], [-0.08, -0.05, -0.12], [0.16, 0.09, 0.10], [-0.26, -0.15, -0.11], [0.23, 0.11, -0.08], [-0.16, -0.03, -0.06], [0.23, -0.03, 0.11], [-0.16, 0.24, 0.02], [-0.04, -0.15, -0.02], [0.15, 0.16, -0.05], [-0.04, 0.00, -0.04], [0.05, -0.05, 0.11], [0.04, 0.03, 0.03], [0.07, 0.05, -0.02], [0.01, -0.01, 0.02], [-0.02, 0.02, 0.00], [-0.13, -0.09, 0.04], [0.05, -0.01, 0.01], [-0.03, 0.06, -0.02], [-0.04, -0.03, -0.02], [0.01, 0.00, -0.01], [0.07, -0.11, 0.02], [-0.02, -0.03, 0.06], [-0.08, -0.11, 0.01], [-0.02, 0.03, -0.01]]
}